{
  "formula": "C37H44BFInN8O4",
  "method": "ωB97M-V with the def2-TZVPD basis set",
  "energy_ev": -67762.5271,
  "spin_multiplicity": 1,
  "charge": -1,
  "gap_ha": 0.2441,
  "symbols": ["C", "B", "O", "In", "C", "C", "O", "F", "C", "C", "O", "C", "N", "O", "C", "N", "H", "H", "H", "H", "H", "H", "H", "H", "H", "H", "H", "H", "H", "H", "N", "C", "C", "C", "C", "C", "H", "H", "H", "H", "H", "N", "C", "C", "C", "C", "C", "H", "H", "H", "H", "H", "N", "C", "C", "C", "C", "C", "H", "H", "H", "H", "H", "N", "C", "C", "C", "C", "C", "H", "H", "H", "H", "H", "N", "C", "C", "C", "C", "C", "H", "H", "H", "H", "H", "N", "C", "C", "C", "C", "C", "H", "H", "H", "H", "H"],
  "xyz": [[6.61561, 2.97258, -1.45002], [5.40530, 2.76592, -2.44113], [5.54294, 3.25911, -3.73135], [3.41751, 1.84023, -1.71349], [2.52436, 0.29736, -3.10785], [3.27472, -0.94707, -3.21331], [3.49989, -1.75198, -2.38207], [3.81066, -1.18142, -4.46845], [1.85955, 3.38614, -1.41158], [0.61907, 3.01894, -0.58423], [0.90428, 2.92858, 0.81013], [-0.04281, 1.70045, -0.98025], [0.52637, 0.53934, -0.27986], [3.87885, 0.92230, 0.21736], [4.04974, 1.84965, 1.07987], [4.27439, 2.68460, 1.86152], [7.44663, 2.30931, -1.72346], [6.99065, 4.00284, -1.49206], [6.35041, 2.75530, -0.41197], [5.96152, 2.68124, -4.39029], [2.42611, 0.80007, -4.07249], [1.51998, 0.06514, -2.74892], [2.36185, 4.23383, -0.93088], [1.51994, 3.70664, -2.40165], [-0.13656, 3.81020, -0.73824], [1.39828, 3.71842, 1.05639], [-1.11012, 1.75059, -0.71862], [-0.00074, 1.59823, -2.07349], [1.47887, 0.70712, 0.02434], [0.53432, -0.26609, -0.89154], [3.64543, 0.14109, 5.31577], [3.27745, 0.49544, 4.08148], [2.02641, 0.21106, 3.55054], [1.10631, -0.47054, 4.32632], [1.47852, -0.84849, 5.60990], [2.75110, -0.51915, 6.05090], [4.00022, 1.03141, 3.48071], [1.77921, 0.53097, 2.54630], [0.12462, -0.69330, 3.92669], [0.79634, -1.38410, 6.25859], [3.07577, -0.79516, 7.05045], [-1.85411, -0.48688, 2.78270], [-2.16043, -0.10572, 1.54348], [-3.40060, -0.34345, 0.96388], [-4.36535, -1.00630, 1.70492], [-4.05679, -1.40819, 2.99575], [-2.78982, -1.12385, 3.48277], [-1.37050, 0.40729, 1.00017], [-3.59885, -0.01242, -0.04676], [-5.34392, -1.20787, 1.28589], [-4.77784, -1.93205, 3.60977], [-2.50752, -1.41927, 4.48928], [6.57429, 1.24430, -6.03144], [7.58099, 1.01310, -6.87221], [7.49129, 0.14451, -7.94743], [6.29468, -0.52754, -8.15761], [5.24329, -0.29383, -7.28876], [5.42901, 0.60296, -6.24791], [8.50043, 1.55100, -6.66730], [8.34109, -0.00614, -8.59959], [6.17584, -1.22271, -8.97820], [4.29466, -0.79876, -7.40874], [4.63085, 0.81094, -5.54732], [-6.93094, -2.22331, 5.01581], [-8.11149, -2.82921, 4.91569], [-9.32421, -2.15475, 4.89063], [-9.31095, -0.77338, 4.98286], [-8.08949, -0.12830, 5.09684], [-6.93445, -0.89390, 5.10128], [-8.08153, -3.91139, 4.85118], [-10.25236, -2.70278, 4.80587], [-10.23478, -0.20942, 4.97517], [-8.03007, 0.94871, 5.17714], [-5.95974, -0.42350, 5.17796], [-9.20186, -0.72024, 9.45354], [-8.26159, -0.49889, 8.53511], [-6.99936, -0.00721, 8.83260], [-6.69403, 0.27283, 10.15420], [-7.66139, 0.04892, 11.12052], [-8.89284, -0.44690, 10.71895], [-8.53615, -0.72911, 7.51408], [-6.27473, 0.14846, 8.04476], [-5.71937, 0.65697, 10.42631], [-7.46799, 0.25274, 12.16485], [-9.67406, -0.63681, 11.44733], [4.33447, -2.47190, -10.08913], [3.81893, -1.89006, -11.16945], [2.53794, -2.13990, -11.63714], [1.74858, -3.04346, -10.94396], [2.27069, -3.65581, -9.81661], [3.56430, -3.33643, -9.43205], [4.46640, -1.18626, -11.68166], [2.17002, -1.63478, -12.51964], [0.74183, -3.26383, -11.27492], [1.68985, -4.36390, -9.24210], [4.00679, -3.78909, -8.55139]]
}

***

{
  "formula": "C6H10N3",
  "method": "ωB97M-V with the def2-TZVPD basis set",
  "energy_ev": -10843.5409,
  "spin_multiplicity": 1,
  "charge": 1,
  "relative_energy_kj_mol": 455.6,
  "gap_ha": [0.2854, 0.2729],
  "symbols": ["C", "C", "C", "C", "C", "C", "N", "N", "N", "H", "H", "H", "H", "H", "H", "H", "H", "H", "H"],
  "xyz": [[1.10949, 2.69926, -0.23473], [0.83432, 1.55296, 0.44499], [0.21048, 1.25056, -1.55789], [-0.31642, -2.14651, 1.96757], [-0.09858, -0.88034, 1.48497], [-0.36740, -0.49500, 0.12406], [0.70808, 2.47708, -1.47022], [0.15570, 0.71293, -0.35636], [-0.45439, -1.62072, -0.71177], [1.56326, 3.62912, 0.08295], [0.98160, 1.51521, 1.44708], [-0.33589, 0.92237, -2.40787], [-0.09416, -2.51369, 2.98849], [-0.75384, -2.90417, 1.40945], [0.27217, -0.13655, 2.16733], [-2.21185, -0.10388, 0.40308], [0.81265, 2.91930, -2.36244], [-0.61030, -2.54857, -0.26815], [-0.69934, -1.50326, -1.70021]]
}